No. 1
ORCA calculation (ωB97M-V with the def2-TZVPD basis set) on a cluster of 2 separate species, C4H7N3 in total.

CARTESIAN COORDINATES (ANGSTROEM)
H (1.150, 1.576, -1.174)
N (1.921, 0.956, -0.946)
C (1.862, 0.162, -0.025)
C (2.989, -0.629, 0.443)
N (3.941, -1.231, 0.692)
H (0.938, -0.075, 0.537)
C (-1.268, -0.984, 0.690)
C (-1.914, 0.134, 0.331)
N (-1.764, 0.720, -0.868)
H (-1.207, -1.440, 1.728)
H (-0.691, -1.584, -0.059)
H (-2.721, 0.578, 0.967)
H (-2.122, 1.631, -0.886)
H (-1.114, 0.185, -1.429)

Computed properties:
Relative energy (zero: lowest compared OMol25 entry of this formula, charge and spin) ... 59.1 kcal/mol
Multiplicity ... 1
Kohn-Sham gap ... 0.3211 hartree
Net charge ... 0
LUMO energy ... 0.2432 eV

Löwdin atomic charge list, values in e, 6 entries: H 0.06; N 0.13; C -0.28; C -0.18; N 0.15; H 0.07

No. 2
ORCA calculation (ωB97M-V with the def2-TZVPD basis set) on a cluster of 2 separate species, C5H13N in total.

CARTESIAN COORDINATES (ANGSTROEM)
C (-0.254, -2.033, 2.113)
C (-0.693, -3.223, 2.485)
C (-1.998, -3.515, 3.198)
H (0.687, -1.801, 1.639)
H (-0.940, -1.206, 2.290)
H (-0.067, -4.108, 2.459)
H (-1.683, -3.572, 4.241)
H (-2.320, -4.504, 2.879)
H (-2.741, -2.734, 3.062)
C (1.095, 2.443, -1.369)
C (1.084, 3.270, -2.641)
N (0.739, 2.522, -3.866)
H (0.641, 2.865, -0.481)
H (2.141, 2.237, -1.085)
H (0.768, 1.420, -1.516)
H (2.021, 3.776, -2.839)
H (0.317, 4.035, -2.584)
H (-0.239, 2.299, -3.914)
H (1.441, 1.829, -4.072)

Computed properties:
Relative energy (zero: lowest compared OMol25 entry of this formula, charge and spin) ... 38.2 kcal/mol
Multiplicity ... 1
Kohn-Sham gap ... 0.3664 hartree
Net charge ... 0
LUMO energy ... 1.0348 eV

Löwdin atomic charge list, values in e, 6 entries: C -0.03; C -0.26; C -0.11; H 0.05; H 0.05; H 0.09

No. 3
ORCA calculation (ωB97M-V with the def2-TZVPD basis set) on a structure of composition C20H44MnN3OP2.

CARTESIAN COORDINATES (ANGSTROEM)
Mn (-1.075, 2.007, 1.304)
P (1.909, -0.277, -2.562)
P (-2.387, 0.399, 0.479)
N (-0.758, 0.952, -2.185)
C (1.256, 1.008, -3.662)
H (2.068, 1.695, -3.935)
H (0.917, 0.485, -4.573)
C (0.090, 1.784, -3.022)
H (0.492, 2.581, -2.363)
H (-0.489, 2.299, -3.809)
C (-2.209, 1.050, -2.322)
H (-2.608, 0.145, -2.825)
H (-2.412, 1.900, -2.994)
C (-3.006, 1.290, -1.020)
H (-4.054, 1.000, -1.193)
H (-2.985, 2.369, -0.800)
C (-3.527, 0.816, 1.890)
C (-3.231, 2.236, 2.395)
H (-3.812, 2.983, 1.843)
H (-2.156, 2.571, 2.501)
H (-3.559, 2.285, 3.447)
C (-2.704, -1.367, 0.116)
C (-1.874, -2.312, 0.992)
H (-2.024, -3.338, 0.630)
H (-2.171, -2.285, 2.049)
H (-0.800, -2.091, 0.927)
C (3.087, -1.361, -3.409)
C (3.957, -2.188, -2.453)
H (4.504, -2.956, -3.021)
H (3.371, -2.709, -1.686)
H (4.708, -1.560, -1.955)
C (2.573, 0.593, -1.103)
C (2.654, -0.354, 0.099)
H (2.889, 0.207, 1.015)
H (3.444, -1.102, -0.055)
H (1.704, -0.878, 0.258)
C (-0.058, 3.344, 0.718)
O (0.544, 4.275, 0.309)
C (-4.204, -1.712, 0.114)
H (-4.835, -1.011, 0.672)
H (-4.584, -1.731, -0.914)
H (-4.365, -2.704, 0.552)
C (3.934, -0.625, -4.457)
H (4.497, -1.357, -5.050)
H (3.317, -0.033, -5.147)
H (4.661, 0.042, -3.974)
C (3.891, 1.314, -1.414)
H (4.110, 2.039, -0.616)
H (4.737, 0.614, -1.459)
H (3.854, 1.881, -2.356)
C (-3.503, -0.196, 3.051)
H (-2.481, -0.370, 3.418)
H (-4.071, 0.224, 3.895)
H (-3.950, -1.167, 2.803)
H (-4.530, 0.799, 1.438)
H (1.817, 1.369, -0.877)
H (-2.341, -1.465, -0.920)
H (2.427, -2.063, -3.945)
H (-0.374, -0.069, -2.138)
H (0.734, -1.036, -2.237)
C (0.332, -0.208, 5.597)
N (0.744, -0.593, 4.237)
C (1.575, -1.801, 4.071)
C (0.367, 0.116, 3.225)
N (-0.081, 0.910, 2.469)
H (0.780, -0.912, 6.297)
H (-0.762, -0.243, 5.701)
H (0.675, 0.809, 5.828)
H (1.059, -2.549, 3.452)
H (2.535, -1.542, 3.600)
H (1.763, -2.227, 5.059)

Computed properties:
Multiplicity ... 4
Kohn-Sham gap (alpha / beta) ... 0.2442 / 0.2604 hartree
Net charge ... +3
LUMO energy (alpha / beta) ... -11.1548 / -10.7123 eV

Löwdin atomic charge list, values in e, 6 entries: Mn 0.51; P 1.11; P 1.00; N -0.12; C -0.25; H 0.11

No. 4
ORCA calculation (ωB97M-V with the def2-TZVPD basis set) on a structure of composition C39H41N4O5STi.

CARTESIAN COORDINATES (ANGSTROEM)
Ti (-0.872, 0.774, 1.106)
O (-0.302, 0.574, 2.881)
C (0.305, 1.227, 3.845)
C (0.506, 0.600, 5.082)
C (1.140, 1.275, 6.103)
C (1.600, 2.584, 5.935)
C (1.425, 3.199, 4.717)
C (0.782, 2.539, 3.661)
C (0.695, 3.202, 2.381)
N (0.132, 2.728, 1.337)
C (0.254, 3.499, 0.091)
C (-0.422, 2.763, -1.077)
N (-1.511, 1.965, -0.538)
C (-2.709, 2.123, -0.965)
C (-3.882, 1.564, -0.348)
C (-5.109, 1.586, -1.024)
C (-6.252, 1.128, -0.413)
C (-6.184, 0.677, 0.910)
C (-4.997, 0.673, 1.608)
C (-3.819, 1.096, 0.980)
O (-2.670, 1.072, 1.625)
H (0.160, -0.418, 5.199)
H (1.287, 0.775, 7.052)
H (2.095, 3.100, 6.746)
H (1.792, 4.207, 4.556)
H (1.195, 4.174, 2.321)
H (1.311, 3.644, -0.143)
H (-0.203, 4.482, 0.232)
H (0.288, 2.087, -1.552)
H (-0.792, 3.487, -1.808)
H (-2.872, 2.773, -1.830)
H (-5.142, 1.956, -2.043)
H (-7.194, 1.122, -0.944)
H (-7.083, 0.320, 1.397)
H (-4.937, 0.317, 2.627)
C (-1.496, -1.535, -1.966)
O (-2.683, -0.990, -1.374)
C (-3.162, -1.652, -0.268)
C (-4.462, -2.138, -0.319)
C (-5.004, -2.791, 0.775)
C (-4.243, -2.969, 1.925)
C (-2.950, -2.477, 1.983)
C (-2.403, -1.807, 0.894)
N (-1.126, -1.198, 0.947)
N (-0.183, -1.995, 1.463)
C (1.092, -1.518, 1.486)
C (1.550, -0.370, 0.817)
O (0.711, 0.398, 0.094)
C (2.909, 0.001, 0.878)
C (3.811, -0.722, 1.599)
C (3.398, -1.887, 2.305)
C (4.316, -2.645, 3.068)
C (3.913, -3.763, 3.743)
C (2.566, -4.170, 3.677)
C (1.657, -3.453, 2.947)
C (2.050, -2.292, 2.243)
H (-1.467, -2.619, -1.841)
H (-0.597, -1.102, -1.530)
H (-1.551, -1.300, -3.029)
H (-5.025, -1.994, -1.232)
H (-6.018, -3.168, 0.728)
H (-4.662, -3.482, 2.781)
H (-2.345, -2.582, 2.873)
H (3.210, 0.885, 0.328)
H (4.852, -0.424, 1.640)
H (5.350, -2.322, 3.106)
H (4.624, -4.337, 4.323)
H (2.249, -5.060, 4.207)
H (0.623, -3.763, 2.890)
C (4.980, 0.362, -4.151)
C (3.896, 1.416, -4.356)
C (2.858, 1.460, -3.239)
S (1.634, 0.127, -3.182)
O (2.354, -1.174, -3.300)
C (0.837, 0.446, -4.810)
C (1.253, -0.564, -5.877)
C (0.471, -1.868, -5.778)
H (5.682, 0.372, -4.985)
H (4.550, -0.633, -4.061)
H (5.545, 0.566, -3.239)
H (3.398, 1.268, -5.317)
H (4.360, 2.406, -4.407)
H (2.255, 2.373, -3.289)
H (3.337, 1.438, -2.256)
H (1.066, 1.472, -5.101)
H (-0.237, 0.384, -4.625)
H (2.319, -0.776, -5.781)
H (1.099, -0.106, -6.857)
H (0.641, -2.343, -4.812)
H (0.779, -2.569, -6.554)
H (-0.601, -1.690, -5.895)

Computed properties:
Relative energy (zero: lowest compared OMol25 entry of this formula, charge and spin) ... 17.4 kcal/mol
Multiplicity ... 2
Kohn-Sham gap (alpha / beta) ... 0.2052 / 0.2571 hartree
Net charge ... 0
LUMO energy (alpha / beta) ... -0.2791 / -0.2937 eV

Löwdin atomic charge list, values in e, 6 entries: Ti 1.14; O -0.14; C -0.28; C 0.01; C -0.07; C -0.09

No. 5
ORCA calculation (ωB97M-V with the def2-TZVPD basis set) on a cluster of 2 separate species, FI2PS in total.

CARTESIAN COORDINATES (ANGSTROEM)
F (-0.351, 0.353, -1.624)
P (0.773, -0.247, 0.363)
S (-0.131, 0.156, 2.027)
I (2.679, 1.137, -0.173)
I (0.801, -2.737, 0.138)

Computed properties:
Relative energy (zero: lowest compared OMol25 entry of this formula, charge and spin) ... 70.5 kcal/mol
Multiplicity ... 1
Kohn-Sham gap ... 0.2547 hartree
Net charge ... 0
LUMO energy ... -3.0903 eV

Charges computed using Löwdin, reported in e: F -0.58; P -0.46; S 0.12; I 0.49; I 0.42

No. 6
ORCA calculation (ωB97M-V with the def2-TZVPD basis set) on the molecule C7H12O.

CARTESIAN COORDINATES (ANGSTROEM)
C (-0.938, 1.805, 2.797)
C (-0.352, 0.687, 2.336)
O (0.736, 0.097, 2.799)
C (-0.912, -0.042, 1.218)
C (-0.431, 0.106, -0.032)
C (-0.857, -0.608, -1.291)
C (0.187, -0.823, -2.387)
C (1.673, -0.761, -2.032)
H (-1.799, 2.295, 2.442)
H (-0.574, 2.466, 3.603)
H (1.251, 0.506, 3.483)
H (-1.562, -0.832, 1.444)
H (0.344, 0.807, -0.163)
H (-1.628, 0.046, -1.688)
H (-1.280, -1.524, -0.882)
H (0.017, -1.765, -2.869)
H (-0.027, 0.040, -3.174)
H (2.145, 0.181, -1.833)
H (1.726, -1.350, -1.042)
H (2.281, -1.333, -2.729)

Computed properties:
Relative energy (zero: lowest compared OMol25 entry of this formula, charge and spin) ... 45.0 kcal/mol
Multiplicity ... 1
Kohn-Sham gap ... 0.3524 hartree
Net charge ... 0
LUMO energy ... 0.8920 eV

Löwdin atomic charge list, values in e, 6 entries: C 0.05; C -0.47; O 0.08; C -0.06; C -0.08; C -0.21